[1]
107
Properties=species:S:1:pos:R:3:forces:R:3 method="wB97M-V/def2-TZVPD" homo_energy_ev=-8.31 homo_lumo_gap_ev=8.03 max_force_ev_per_a=9.71 smiles="O=C(Br)COC(=O)OCCSc1nnco1.CNC(C)=O.CNC(C)=O.CNC(C)=O.CNC(C)=O.CNC(C)=O.CNC(C)=O.CNC(C)=O"
Br -3.2174 -0.0707 -0.8435 1.5 -1.5 0.9
S -2.3435 -6.7542 1.9114 1.5 0.8 1.2
O -0.6931 -2.5101 -1.6572 -2.8 -1.9 0.2
O -4.9159 -6.4097 -5.4101 0.6 0.4 -0.2
O 2.1049 6.8252 0.9436 0.3 -0.5 -0.1
O -0.4533 1.3317 2.6611 -0.1 0.4 0.0
O -2.8280 -1.8873 1.3735 4.3 2.6 -8.1
O 1.2724 -7.0179 -0.7314 0.5 -0.1 0.4
O -4.0945 3.8200 -1.2561 -0.4 0.4 -0.3
O -2.8767 -2.9570 -2.6859 8.1 -3.2 4.3
O -1.5912 -4.9117 -1.8410 -0.4 4.2 0.8
O -0.1757 -5.9222 3.9112 -5.1 -1.3 3.8
O 2.1633 -0.5676 -2.0012 -0.1 0.3 -0.5
O 3.6944 5.5866 5.7510 0.5 0.4 0.0
N -4.2304 5.4480 -2.7988 -0.2 -0.5 0.6
N 4.1668 7.7545 6.1058 0.1 -0.7 -0.1
N -1.6748 -6.3292 5.9267 5.7 1.7 -5.2
N 3.2236 5.3453 2.2113 -0.3 0.4 -0.7
N -1.9915 2.6709 1.7181 0.7 -0.2 0.6
N 0.6322 -0.1594 -3.5943 0.7 0.1 0.3
N -3.3918 -5.9925 -7.0076 -0.3 0.0 0.4
N 2.9632 -8.3270 -0.0412 -0.5 0.6 0.0
N -2.4185 -6.6651 4.8050 4.8 1.6 -3.8
C 5.9540 6.0857 6.3742 0.1 -0.2 0.0
C 2.1811 -7.2150 0.0740 -0.4 -0.3 -0.7
C -0.8040 -2.1656 -0.2308 0.8 -0.3 1.1
C -0.7421 3.4840 3.6748 0.2 0.0 0.2
C 2.4705 -6.2622 1.2017 -0.1 0.2 0.1
C -3.3172 -4.6927 -4.9206 -0.2 -0.1 0.1
C -6.1806 4.9941 -1.3699 -0.2 -0.1 0.2
C -4.7662 4.7011 -1.7905 0.8 -0.5 0.1
C 0.1239 0.3601 -4.8419 -0.3 -0.2 0.2
C 3.9975 4.1593 2.4928 -0.1 0.1 0.4
C 2.7545 5.7825 1.0070 -0.3 0.7 0.6
C 3.0583 4.9544 -0.2116 -0.1 0.0 -0.3
C -0.3211 -5.8642 5.4029 -4.4 -1.6 1.2
C -1.3140 -6.0846 0.4869 0.7 0.2 -1.9
C 4.9882 8.8950 6.4366 -0.4 0.2 -0.1
C 2.9266 0.6709 -3.9056 0.3 0.1 0.0
C -1.5497 -6.4151 3.5737 -1.1 0.0 3.8
C -2.2886 -5.2340 -0.5574 -1.5 -0.2 1.0
C 4.5275 6.4397 6.0535 -0.9 -0.2 -0.2
C -2.7832 3.8666 1.5497 -0.1 -0.1 -0.3
C -3.9407 -5.7578 -5.7807 -0.7 -0.6 0.1
C -1.0389 2.4135 2.6603 -0.1 -0.8 -0.5
C -4.8491 6.5173 -3.5461 0.4 0.0 -0.2
C -2.2577 -5.3414 -7.6196 -0.2 -0.3 -0.3
C -2.2336 -1.4946 0.2126 -3.2 -2.5 6.7
C -1.7579 -3.4400 -2.0818 -5.3 1.6 -2.3
C 1.8965 -0.0626 -3.0907 -0.4 -0.5 0.7
C 4.0680 -8.7342 0.7944 0.0 -0.3 -0.3
H 6.1934 6.3851 7.3979 0.1 0.1 -0.1
H -0.3822 -5.4540 0.8119 -2.0 -1.3 -0.5
H 3.1926 7.9132 5.8778 0.2 0.0 0.1
H 0.4543 -5.5132 6.2072 -1.2 -0.6 -2.5
H -6.8621 4.8331 -2.2093 0.0 0.2 0.1
H -2.6914 -4.2322 -0.1016 0.8 -2.1 -0.5
H 4.5441 9.3921 7.3022 0.3 0.2 0.0
H -1.5067 -6.1043 -7.8379 0.2 0.3 -0.1
H 1.7658 -5.4267 1.1627 0.2 -0.2 -0.1
H -0.6185 -3.1612 0.4007 -0.8 2.3 -1.1
H -3.8369 3.5884 1.6272 0.0 0.3 -0.1
H 4.9764 9.5790 5.5848 0.2 0.1 0.2
H -1.8220 -4.5738 -6.9791 -0.2 -0.2 0.0
H 0.0957 -1.4323 0.0319 -2.1 -1.4 -0.9
H 2.6194 1.7099 -4.0504 0.0 -0.1 -0.2
H 3.4839 -5.8640 1.1050 -0.1 -0.1 0.2
H -6.4665 4.3191 -0.5582 0.2 0.1 -0.2
H -2.1348 1.9041 1.0717 0.0 0.2 0.1
H 3.4353 3.5492 3.2037 0.3 -0.2 -0.1
H -3.2562 -5.8764 -0.8318 2.2 1.3 0.6
H 6.6293 6.5736 5.6664 0.0 0.0 0.2
H -6.2583 6.0225 -1.0074 -0.1 0.0 -0.1
H -3.2766 5.1923 -3.0249 -0.2 0.1 0.1
H -4.2459 7.4181 -3.4104 -0.3 0.1 -0.1
H 2.6238 3.9570 -0.1048 0.2 0.0 0.0
H -5.8728 6.7124 -3.2248 0.2 -0.1 0.0
H 0.0370 3.1330 4.3575 -0.2 0.0 -0.2
H -0.2580 -0.4794 -5.4275 0.0 0.2 -0.2
H -2.5921 -4.8888 -8.5561 0.3 0.2 0.0
H -3.3722 -3.7242 -5.4246 0.2 0.0 0.1
H -3.8632 -4.6218 -3.9755 0.1 -0.1 -0.4
H -2.2778 -4.9497 -4.7005 0.0 0.2 0.0
H 3.8324 -9.7157 1.2124 0.3 0.1 0.2
H 3.0634 0.1756 -4.8704 0.0 0.2 0.0
H -0.0033 -0.6664 -2.9898 0.1 0.0 -0.1
H -2.5894 4.2629 0.5503 -0.3 0.2 0.2
H 4.2598 -8.0297 1.6045 -0.1 -0.1 -0.2
H 2.6197 5.4297 -1.0937 0.1 0.0 0.3
H 4.9566 -8.8165 0.1642 0.2 0.0 0.3
H 2.9792 5.9546 2.9829 0.1 -0.2 0.0
H -2.5517 4.6282 2.2951 0.1 -0.2 0.0
H -0.3811 4.3857 3.1733 -0.2 0.0 0.1
H -4.8449 6.2385 -4.6024 -0.2 0.3 0.0
H 2.3505 -6.7706 2.1619 0.2 0.1 0.0
H 4.1394 4.8858 -0.3580 -0.1 -0.2 0.0
H 4.9384 4.4704 2.9526 0.1 -0.3 0.0
H -1.6390 3.7056 4.2591 0.1 0.2 -0.1
H 6.0886 5.0036 6.2903 -0.2 0.3 0.0
H -0.6984 1.0424 -4.6144 0.0 0.1 -0.3
H -3.8654 -6.7223 -7.5267 0.1 0.2 0.1
H 4.2058 3.5748 1.5960 -0.1 0.2 0.1
H 2.7076 -8.9187 -0.8228 0.1 0.1 0.2
H 3.8831 0.6642 -3.3751 -0.3 -0.1 0.0
H -0.9389 -7.0260 -0.1212 -0.6 2.1 1.4
H 0.8869 0.8875 -5.4156 -0.1 -0.1 0.2
H 6.0172 8.6154 6.6653 -0.2 0.0 -0.1

[2]
40
Properties=species:S:1:pos:R:3:forces:R:3 method="wB97M-V/def2-TZVPD" homo_energy_ev=-9.11 homo_lumo_gap_ev=9.40 max_force_ev_per_a=0.89 smiles="CCNS(=O)(=O)c1ccc(NC(=O)Cc2ccc(F)cc2)cc1" e_above_lowest_ev=0.000
S 4.0948 -2.2878 1.2911 -0.1 0.2 0.4
F -5.2325 5.7836 -2.0746 0.0 -0.1 0.0
O 5.0695 -1.2491 1.1533 -0.2 0.2 0.1
O -1.3150 1.6424 -0.4088 0.1 0.2 0.1
O 4.3858 -3.6054 0.8129 -0.3 -0.1 0.0
N -1.1158 -0.5533 -0.9948 0.0 -0.4 -0.1
N 3.7650 -2.4096 2.9164 0.5 0.1 -0.7
C 2.9048 -3.7116 4.7982 0.0 0.1 -0.3
C 0.1194 -0.9124 -0.4547 0.3 -0.1 0.2
C -3.7106 2.6495 -3.0153 0.0 -0.1 0.2
C -4.7216 4.5379 -1.9814 0.1 -0.1 -0.1
C -3.0998 0.6127 -1.6747 0.0 0.4 0.1
C 0.4965 -2.2552 -0.5358 0.0 0.1 0.0
C 2.5479 -1.7451 0.5693 0.7 -0.3 0.2
C 1.7088 -2.6702 -0.0207 0.0 -0.1 -0.1
C -4.1902 2.6282 -0.6671 0.0 0.0 -0.2
C 2.1913 -0.4132 0.6510 0.0 0.0 0.0
C 0.9782 0.0116 0.1413 0.0 0.1 0.0
C -3.6925 1.9875 -1.7953 0.0 -0.1 -0.1
C -4.2296 3.9275 -3.1196 -0.1 0.3 0.1
C -1.7502 0.6607 -0.9549 -0.3 -0.4 -0.2
C -4.7078 3.9069 -0.7510 -0.1 0.1 -0.1
C 2.7780 -3.3854 3.3162 -0.4 -0.4 0.1
H -4.2516 4.4503 -4.0625 0.0 0.1 -0.1
H -4.1662 2.1245 0.2871 0.0 0.0 0.1
H 1.7552 -3.0429 3.0916 0.1 -0.1 0.0
H 3.9133 -4.0494 5.0167 0.1 0.0 0.1
H -3.7624 -0.0335 -1.0918 0.0 -0.1 -0.1
H 2.0274 -3.6986 -0.0793 0.0 -0.1 -0.1
H 0.6899 1.0477 0.1978 0.0 0.0 0.0
H -5.0945 4.4156 0.1175 0.0 0.1 0.1
H -2.9622 0.1682 -2.6624 0.0 -0.1 0.0
H 2.9887 -4.2699 2.7121 -0.2 0.0 0.1
H -0.1639 -2.9703 -1.0058 -0.1 -0.1 0.0
H 2.2017 -4.4950 5.0674 -0.1 0.0 0.1
H 2.8805 0.2857 1.0981 0.0 0.2 0.0
H -1.6047 -1.3093 -1.4553 0.0 0.2 0.0
H 2.6949 -2.8309 5.4010 0.0 0.1 0.1
H 3.6792 -1.5072 3.3563 0.1 0.3 0.0
H -3.3170 2.1652 -3.8970 0.0 -0.1 -0.1